a:
Computed, not measured: a single C2H4N4O molecule, with wB97M-V/def2-TZVPD.

The geometry in XYZ format:
```
11
Properties=species:S:1:pos:R:3
C -0.172 0.348 0.111
C 1.616 -0.878 -0.170
H -1.655 -1.082 0.165
H -2.906 -0.087 0.305
H 2.445 -1.567 -0.033
H 0.915 2.061 0.402
N -2.183 -0.346 -0.284
N -1.331 0.885 -0.065
N 0.290 -0.988 -0.073
N 1.018 1.343 -0.315
O 1.962 0.312 -0.042
```

HOMO energy in Eh: -0.3199
Kohn-Sham gap in eV: 8.890
Molecular weight in u: 100.08

***

b:
Computed, not measured: a single C2H4N4O molecule, with wB97M-V/def2-TZVPD.

The geometry in XYZ format:
```
11
Properties=species:S:1:pos:R:3
C -1.033 -0.039 0.000
C 1.189 -0.124 0.009
H -2.587 -1.146 0.627
H -2.985 0.294 -0.130
H 2.570 -1.410 -0.010
H -0.008 -1.860 -0.271
N -2.334 -0.483 -0.099
N -0.670 1.196 0.015
N 2.422 -0.402 -0.025
N 0.029 -0.910 0.059
O 0.743 1.161 0.009
```

HOMO energy in Eh: -0.3248
Kohn-Sham gap in eV: 9.339
Molecular weight in u: 100.08

***

Stability, highest: b

***

a:
Computed, not measured: a single C2H4N4O molecule, with wB97M-V/def2-TZVPD.

The geometry in XYZ format:
```
11
Properties=species:S:1:pos:R:3
C -0.857 0.600 0.043
C 0.584 0.144 -0.042
H -1.781 -1.002 -0.966
H -1.779 -1.022 0.727
H -0.956 1.116 1.067
H -1.033 1.454 -0.658
N -1.833 -0.469 -0.083
N 0.975 -1.077 0.023
N 2.363 -0.968 0.001
N 2.727 0.204 -0.044
O 1.590 1.020 -0.067
```

HOMO energy in Eh: -0.3744
Kohn-Sham gap in eV: 10.900
Molecular weight in u: 100.08

***

b:
Computed, not measured: a single C2H4N4O molecule, with wB97M-V/def2-TZVPD.

The geometry in XYZ format:
```
11
Properties=species:S:1:pos:R:3
C 0.844 0.149 -0.040
C -1.329 0.088 -0.008
H 2.383 -0.689 0.857
H 2.740 0.451 -0.322
H -3.139 0.417 -0.061
H -0.249 -1.709 -0.278
N 2.138 -0.322 -0.072
N 0.419 1.377 -0.030
N -0.974 1.324 0.004
N -0.232 -0.711 -0.043
O -2.601 -0.376 -0.006
```

HOMO energy in Eh: -0.3245
Kohn-Sham gap in eV: 9.515
Molecular weight in u: 100.08

***

c:
Computed, not measured: a single C2H4N4O molecule, with wB97M-V/def2-TZVPD.

The geometry in XYZ format:
```
11
Properties=species:S:1:pos:R:3
C 0.685 -0.121 0.283
C -1.677 0.292 -0.170
N 1.685 -1.074 0.289
N 1.105 1.041 -0.048
N 2.743 -0.419 0.087
N -0.643 -0.520 0.449
O 2.435 0.869 -0.182
H -2.239 -0.389 -0.899
H -2.293 0.809 0.658
H -1.148 1.078 -0.824
H -0.653 -1.568 0.358
```

HOMO energy in Eh: -0.3543
Kohn-Sham gap in eV: 10.172
Molecular weight in u: 100.08

***

d:
Computed, not measured: a single C2H4N4O molecule, with wB97M-V/def2-TZVPD.

The geometry in XYZ format:
```
11
Properties=species:S:1:pos:R:3
C 0.272 0.353 -0.322
C 0.733 -1.671 -0.312
H -0.613 2.272 -0.505
H 0.806 1.801 -1.491
H 1.161 -2.632 -0.446
H -1.415 0.346 2.157
N 0.223 1.651 -0.686
N 1.055 -0.555 -0.868
N -0.226 -1.598 0.631
N -0.460 -0.250 0.643
O -1.537 0.283 1.198
```

HOMO energy in Eh: -0.3148
Kohn-Sham gap in eV: 9.193
Molecular weight in u: 100.08

***

Stability, highest: b

***

a:
Computed, not measured: 2 unconnected molecules or ions with the total composition C6H16O2, with wB97M-V/def2-TZVPD.

The geometry in XYZ format:
```
24
Properties=species:S:1:pos:R:3
O 0.554 2.381 0.800
C 2.457 2.773 -0.585
C 1.536 0.442 -0.147
C 1.741 1.820 0.387
H 0.311 2.127 1.715
H 3.495 2.407 -0.518
H 2.422 3.803 -0.192
H 2.158 2.791 -1.646
H 2.497 -0.082 -0.284
H 1.018 0.488 -1.120
H 0.915 -0.139 0.555
H 2.483 1.803 1.211
O -2.046 -1.466 -1.586
C -1.899 -3.076 0.223
C -2.011 -0.547 0.634
C -1.506 -1.625 -0.306
H -1.295 -1.335 -2.201
H -1.491 -3.809 -0.494
H -2.995 -3.194 0.262
H -1.486 -3.295 1.222
H -3.108 -0.502 0.533
H -1.583 0.397 0.257
H -1.760 -0.644 1.704
H -0.409 -1.516 -0.425
```

HOMO energy in Eh: -0.3708
Kohn-Sham gap in eV: 10.813
Molecular weight in u: 120.19

***

b:
Computed, not measured: 2 unconnected molecules or ions with the total composition C6H16O2, with wB97M-V/def2-TZVPD.

The geometry in XYZ format:
```
24
Properties=species:S:1:pos:R:3
O 0.360 1.381 -0.208
C 0.331 2.457 -1.158
C 0.341 0.596 2.051
C 0.821 1.737 1.109
H -0.205 3.287 -0.669
H -0.208 2.184 -2.081
H 1.342 2.804 -1.431
H 1.007 -0.271 1.901
H -0.686 0.302 1.777
H 0.355 0.869 3.120
H 1.919 1.819 1.227
H 0.370 2.662 1.517
O -0.434 -1.871 -1.451
C -0.115 -0.697 -2.224
C -0.859 -2.917 0.738
C -0.495 -1.582 -0.101
H -0.876 0.093 -2.114
H -0.054 -0.982 -3.288
H 0.862 -0.291 -1.913
H -0.136 -3.749 0.785
H -1.810 -3.300 0.332
H -1.037 -2.547 1.762
H 0.476 -1.170 0.235
H -1.270 -0.813 0.084
```

HOMO energy in Eh: -0.3445
Kohn-Sham gap in eV: 10.307
Molecular weight in u: 120.19

***

c:
Computed, not measured: 2 unconnected molecules or ions with the total composition C6H16O2, with wB97M-V/def2-TZVPD.

The geometry in XYZ format:
```
24
Properties=species:S:1:pos:R:3
C 1.697 1.431 -0.154
O 2.525 2.159 0.793
C 1.525 0.022 0.402
C 0.070 -0.516 0.029
C -0.371 -1.627 0.943
C 0.013 -0.896 -1.426
C -1.463 -0.945 -1.935
H 2.319 1.453 -1.049
H 0.729 1.909 -0.303
H 2.328 3.101 0.717
H 2.267 -0.617 -0.072
H 1.465 -0.007 1.485
H -0.521 0.384 0.251
H 0.231 -2.536 0.910
H -1.357 -2.036 0.628
H -0.743 -1.420 1.952
H 0.393 -1.917 -1.523
H 0.571 -0.283 -2.130
H -1.600 -0.908 -3.021
H -1.969 -0.074 -1.526
H -1.938 -1.902 -1.716
H -2.017 1.031 1.828
H -1.776 2.346 2.751
O -2.377 1.847 2.163
```

HOMO energy in Eh: -0.3729
Kohn-Sham gap in eV: 10.846
Molecular weight in u: 120.19

***

Stability, highest: a

***

a:
Computed, not measured: 3 unconnected molecules or ions with the total composition C2H11NO3, with wB97M-V/def2-TZVPD.

The geometry in XYZ format:
```
17
Properties=species:S:1:pos:R:3
C -1.659 -2.685 -0.100
N -1.285 -1.862 1.118
C -1.488 -0.410 1.030
O -1.606 0.119 2.455
H -2.523 -2.166 -0.459
H -2.069 -3.637 -0.039
H -0.772 -2.735 -0.787
H -1.625 -2.461 1.983
H -0.551 0.078 0.553
H -2.475 -0.149 0.519
H -1.491 -0.699 2.980
H 0.427 5.826 -0.932
H 0.794 4.678 0.245
O 0.602 5.581 0.037
H 5.752 -0.078 -2.297
H 5.121 0.320 -3.624
O 4.849 0.279 -2.682
```

HOMO energy in Eh: -0.3282
Kohn-Sham gap in eV: 9.783
Molecular weight in u: 97.11

***

b:
Computed, not measured: 4 unconnected molecules or ions with the total composition C2H11NO3, with wB97M-V/def2-TZVPD.

The geometry in XYZ format:
```
17
Properties=species:S:1:pos:R:3
C 0.381 -0.311 1.779
C 0.789 0.915 1.439
N 1.439 1.230 0.272
H 0.273 -1.155 1.102
H 0.130 -0.632 2.765
H 0.882 1.725 2.137
H 1.426 0.681 -0.611
H 1.478 2.219 0.089
H -2.431 0.461 1.103
H -1.346 0.191 0.286
O -2.328 0.207 0.173
H -0.307 -2.509 -0.957
H -1.462 -1.326 -1.007
O -0.599 -1.661 -1.284
H 1.159 -0.311 -2.834
H -0.163 -0.081 -2.119
O 0.680 0.358 -2.333
```

HOMO energy in Eh: -0.2983
Kohn-Sham gap in eV: 8.771
Molecular weight in u: 97.11

***

Stability, highest: b